# C4H10S2

A cluster of 2 separate species, C4H10S2 in total (ωB97M-V/def2-TZVPD, the OMol25 dataset).

```
16
Properties=species:S:1:pos:R:3:lowdin_charge:R:1
S 1.15 -1.45 3.39 0.59
S 2.13 0.20 2.85 0.59
C -0.14 -0.23 -1.28 -0.18
C -0.97 0.67 -0.79 -0.18
C 0.73 -1.17 -0.50 -0.12
C -1.84 1.57 -1.62 -0.10
H 0.46 -2.20 -0.74 0.08
H 1.78 -1.00 -0.74 0.07
H 0.51 -0.83 4.41 -0.09
H -2.87 1.54 -1.28 0.07
H -0.08 -0.30 -2.36 0.11
H -1.50 2.60 -1.55 0.08
H -1.84 1.27 -2.66 0.07
H -1.07 0.81 0.29 0.09
H 2.99 -0.45 2.03 -0.09
H 0.57 -1.05 0.57 0.00
```

Results
Expectation value of S²: 0.75
Highest occupied orbital energy (spin up / spin down): -12.036 / -12.036 eV
HOMO-LUMO gap (spin up / spin down): 6.661 / 3.274 eV
Total charge: +1
2S+1: 2


# C4H11AsClN2O4PtS4

A structure of composition C4H11AsClN2O4PtS4 (ωB97M-V/def2-TZVPD, the OMol25 dataset).

```
28
Properties=species:S:1:pos:R:3:lowdin_charge:R:1
Pt -2.45 -0.02 0.06 0.49
As -2.21 1.60 -2.70 -0.49
Cl -1.81 -1.77 2.58 0.64
S -2.74 2.22 -0.60 -0.08
S -0.07 1.81 -2.98 -0.15
S -3.41 2.46 -4.16 -0.17
S -2.61 -0.57 -2.27 -0.08
O -1.89 -2.29 1.21 -0.43
O -0.61 -0.97 2.68 -0.40
O -1.73 -2.87 3.50 -0.33
O -2.96 -0.95 2.83 -0.37
N 2.60 0.02 0.19 0.05
N -0.20 0.09 -0.16 -0.22
C 0.52 -1.16 -0.31 -0.21
C 1.85 1.32 0.34 -0.10
C 1.92 -0.88 -0.82 -0.09
C 0.44 1.01 0.78 -0.21
H 2.40 1.94 1.05 0.13
H 0.40 0.57 1.78 0.10
H -0.22 0.56 -1.08 -0.07
H 2.52 -1.79 -0.91 0.13
H 1.90 -0.33 -1.76 0.11
H 2.59 -0.46 1.10 0.18
H 3.57 0.19 -0.07 0.17
H 0.53 -1.70 0.63 0.11
H 1.83 1.79 -0.65 0.10
H -0.01 -1.77 -1.05 0.11
H -0.14 1.94 0.78 0.10
```

Results
Expectation value of S²: 2.01
Highest occupied orbital energy (spin up / spin down): -3.838 / -4.242 eV
HOMO-LUMO gap (spin up / spin down): 4.995 / 5.372 eV
Total charge: -1
2S+1: 3


# C4H11BN2

The molecule C4H11BN2 at a distorted geometry (ωB97M-V/def2-TZVPD, the OMol25 dataset).

```
18
Properties=species:S:1:pos:R:3:lowdin_charge:R:1
N 0.59 0.06 0.51 -0.07
N -0.37 0.00 -1.58 0.11
C 0.48 1.45 0.05 -0.16
C -0.83 -2.10 -0.21 0.01
C 0.14 1.36 -1.49 -0.18
C 0.68 -0.09 1.95 -0.07
B -0.16 -0.69 -0.36 -0.64
H 1.36 0.73 2.43 0.12
H -1.52 -2.21 -0.97 0.02
H 1.14 -0.99 2.22 0.05
H 1.44 2.16 0.24 0.15
H -1.48 -2.14 0.71 0.08
H -0.35 2.03 0.63 0.13
H -0.87 -0.22 -2.38 0.09
H 0.91 1.58 -2.19 0.09
H -0.60 2.19 -1.69 0.12
H -0.39 -0.19 2.33 0.11
H -0.20 -2.94 -0.18 0.04
```

Results
SMILES: CB1NCCN1C
Highest occupied orbital energy: -8.224 eV
HOMO-LUMO gap: 9.004 eV
Total charge: 0


# C4H11BOS2

A cluster of 2 separate species, C4H11BOS2 in total at a distorted geometry (ωB97M-V/def2-TZVPD, the OMol25 dataset).

```
19
Properties=species:S:1:pos:R:3:lowdin_charge:R:1
S 0.52 2.02 -1.50 0.49
S 1.21 -1.30 -3.13 0.74
O 1.57 -1.35 -0.38 -0.05
C -1.29 1.91 -1.16 -0.70
C -1.90 0.60 -1.54 -0.23
C 0.46 -0.95 1.76 -0.04
C 1.80 -1.19 1.01 -0.20
B 1.05 -0.74 -1.41 -0.72
H -2.98 0.47 -1.67 0.08
H -1.50 0.19 -2.46 0.04
H 0.56 -0.34 -3.92 -0.09
H 0.07 -1.92 2.06 0.08
H -1.78 -0.12 -0.74 0.05
H -0.07 -0.40 0.98 0.05
H 2.44 -0.21 0.96 0.16
H 0.49 -0.20 2.61 0.10
H 2.51 -1.96 1.29 0.12
H -1.43 2.18 -0.09 0.06
H -1.77 2.68 -1.82 0.06
```

Results
Highest occupied orbital energy: -7.884 eV
HOMO-LUMO gap: 7.710 eV
Total charge: 0


# C4H11BrSi

A cluster of 2 separate species, C4H11BrSi in total at a distorted geometry (ωB97M-V/def2-TZVPD, the OMol25 dataset).

```
17
Properties=species:S:1:pos:R:3:lowdin_charge:R:1
Br 2.83 0.23 0.76 0.48
Si -1.64 0.61 -0.42 0.79
C 2.85 1.09 -1.00 -0.55
C -1.48 1.61 1.33 -0.35
C -0.82 -2.11 -0.80 -0.20
C -1.25 -1.11 0.34 -0.47
H 3.36 2.11 -0.88 0.03
H -2.49 1.44 1.85 0.03
H -0.59 -0.96 1.09 -0.01
H 0.01 -1.68 -1.51 0.08
H -0.69 1.29 2.09 0.03
H -0.30 -2.94 -0.32 0.05
H 1.77 1.28 -1.36 0.03
H -1.41 2.65 1.12 -0.05
H -1.62 -2.43 -1.45 0.05
H -2.04 -1.55 0.86 0.04
H 3.52 0.48 -1.69 0.03
```

Results
Highest occupied orbital energy: -8.263 eV
HOMO-LUMO gap: 7.864 eV
Total charge: 0


# C4H11Cl2NP2Zn

A structure of composition C4H11Cl2NP2Zn at a distorted geometry (ωB97M-V/def2-TZVPD, the OMol25 dataset).

```
21
Properties=species:S:1:pos:R:3:lowdin_charge:R:1
Zn -1.64 3.22 1.51 1.12
Cl 1.31 2.52 -1.10 0.51
Cl 4.20 1.25 -0.10 0.61
P -0.36 -0.17 -0.52 0.67
P -2.35 -1.17 -0.57 0.64
N -3.54 -0.15 -0.97 -0.25
C 2.63 0.21 -0.07 -0.57
C 1.31 0.72 -0.51 -0.75
C -1.01 0.92 0.91 -0.38
C 2.78 -1.32 0.46 -0.13
H -0.36 0.87 1.88 0.11
H -3.12 0.80 -1.09 0.00
H 3.83 -1.51 0.98 0.11
H -2.21 -2.23 -1.56 0.05
H -2.14 0.74 1.19 0.05
H 1.86 -1.68 1.13 0.09
H 0.19 -1.49 -0.43 0.03
H -0.61 0.32 -1.88 0.09
H 2.75 -2.02 -0.50 0.12
H -0.96 2.05 0.53 -0.15
H -2.55 -1.85 0.71 0.03
```

Results
Highest occupied orbital energy: -16.247 eV
HOMO-LUMO gap: 3.888 eV
Total charge: +2


Q: Which of these has the highest total charge?
A: C4H11Cl2NP2Zn


Q: Among the records above, which one has the highest total charge?
A: C4H11Cl2NP2Zn


Please write out number 6 again, unchanged.
# C4H11Cl2NP2Zn

A structure of composition C4H11Cl2NP2Zn at a distorted geometry (ωB97M-V/def2-TZVPD, the OMol25 dataset).

```
21
Properties=species:S:1:pos:R:3:lowdin_charge:R:1
Zn -1.64 3.22 1.51 1.12
Cl 1.31 2.52 -1.10 0.51
Cl 4.20 1.25 -0.10 0.61
P -0.36 -0.17 -0.52 0.67
P -2.35 -1.17 -0.57 0.64
N -3.54 -0.15 -0.97 -0.25
C 2.63 0.21 -0.07 -0.57
C 1.31 0.72 -0.51 -0.75
C -1.01 0.92 0.91 -0.38
C 2.78 -1.32 0.46 -0.13
H -0.36 0.87 1.88 0.11
H -3.12 0.80 -1.09 0.00
H 3.83 -1.51 0.98 0.11
H -2.21 -2.23 -1.56 0.05
H -2.14 0.74 1.19 0.05
H 1.86 -1.68 1.13 0.09
H 0.19 -1.49 -0.43 0.03
H -0.61 0.32 -1.88 0.09
H 2.75 -2.02 -0.50 0.12
H -0.96 2.05 0.53 -0.15
H -2.55 -1.85 0.71 0.03
```

Results
Highest occupied orbital energy: -16.247 eV
HOMO-LUMO gap: 3.888 eV
Total charge: +2


Q: What is the formula in the fourth record?
A: C4H11BOS2